The following is a quantum chemistry calculation of an isolated molecule of C6H9NS, from the Open Molecules 2025 dataset.

Energy in eV: -18691.91068
SMILES string: C=C/C(=C/N)C(C)=S
Kohn-Sham gap in hartree: 0.284
LUMO level in eV: -0.06
Highest occupied orbital energy in eV: -7.79

Last column: Löwdin charge in e.
Positions of all 17 atoms, in Å:
C1 -1.533 -2.385 -0.854  0.000
C2 -0.297 -1.975 -0.414  -0.175
C3 0.234 -0.643 -0.141  -0.259
C4 1.632 -0.703 -0.193  -0.138
N1 2.473 0.301 -0.107  0.105
C5 -0.541 0.545 0.237  -0.697
C6 -2.008 0.399 0.578  -0.156
S1 0.060 2.098 0.372  0.685
H1 -2.330 -1.667 -1.031  0.033
H2 -1.771 -3.493 -0.985  0.072
H3 0.428 -2.774 -0.367  0.081
H4 2.037 -1.682 -0.324  0.115
H5 2.152 1.212 0.213  -0.005
H6 3.456 0.136 0.099  0.118
H7 -2.335 1.235 1.172  0.046
H8 -2.568 0.484 -0.349  0.078
H9 -2.263 -0.567 1.097  0.098



The following is a quantum chemistry calculation of a structure of composition C45H53BrCl3CsN2O7P2SSi, from the Open Molecules 2025 dataset.

Energy in eV: -210295.97210
Total charge: -2
Kohn-Sham gap in hartree: 0.227
LUMO level in eV: 3.60
Highest occupied orbital energy in eV: -2.58

Last column: Löwdin charge in e.
Positions of all 116 atoms, in Å:
Cs1 1.714 -2.291 -1.993  1.291
C1 2.155 -3.417 4.064  -0.185
N1 0.994 -2.747 3.472  -0.528
P1 0.902 -1.016 3.631  1.033
C2 2.610 -0.390 3.387  -0.372
C3 2.886 0.181 2.141  -0.077
C4 4.171 0.622 1.832  -0.056
C5 5.185 0.509 2.770  -0.085
C6 4.921 -0.048 4.020  -0.095
C7 3.643 -0.497 4.323  -0.120
C8 0.711 -0.891 5.448  -0.376
C9 0.106 -1.912 6.174  -0.107
C10 -0.172 -1.757 7.529  -0.097
C11 0.145 -0.572 8.176  -0.114
C12 0.740 0.461 7.459  -0.098
C13 1.020 0.304 6.107  -0.106
P2 0.654 -3.200 1.775  1.027
C14 -1.129 -2.783 1.738  -0.394
C15 -1.578 -2.044 0.647  -0.117
C16 -2.892 -1.593 0.585  -0.086
C17 -3.767 -1.889 1.616  -0.083
C18 -3.325 -2.619 2.721  -0.096
C19 -2.011 -3.054 2.785  -0.134
C20 0.699 -5.032 1.854  -0.363
C21 1.925 -5.618 1.535  -0.117
C22 2.072 -6.997 1.501  -0.080
C23 0.982 -7.814 1.767  -0.094
C24 -0.251 -7.245 2.056  -0.090
C25 -0.394 -5.863 2.095  -0.076
H1 2.272 -3.089 5.098  0.064
H2 3.089 -3.201 3.534  0.077
H3 2.005 -4.496 4.068  0.068
H4 2.100 0.272 1.394  0.103
H5 4.372 1.050 0.859  0.101
H6 6.183 0.855 2.526  0.099
H7 5.715 -0.142 4.753  0.093
H8 3.442 -0.920 5.302  0.098
H9 -0.145 -2.838 5.666  0.091
H10 -0.638 -2.567 8.078  0.095
H11 -0.075 -0.450 9.230  0.091
H12 0.989 1.394 7.954  0.096
H13 1.486 1.115 5.556  0.107
H14 -0.894 -1.752 -0.141  0.029
H15 -3.199 -0.978 -0.252  0.046
H16 -4.787 -1.526 1.579  0.095
H17 -4.002 -2.827 3.540  0.091
H18 -1.652 -3.580 3.664  0.091
H19 2.767 -4.984 1.275  0.103
H20 3.026 -7.430 1.225  0.104
H21 1.085 -8.891 1.714  0.095
H22 -1.115 -7.878 2.229  0.095
H23 -1.370 -5.436 2.286  0.087
Cl1 3.990 -4.451 -3.796  0.544
C26 2.366 -5.137 -4.175  -1.465
Cl2 1.470 -3.922 -5.133  0.538
Cl3 2.556 -6.619 -5.155  0.541
C27 1.664 -5.439 -2.754  -0.889
O1 2.062 -6.468 -2.206  -0.040
O2 0.886 -4.527 -2.402  -0.463
C28 -5.551 2.452 -3.463  -0.036
C29 -4.897 1.750 -2.275  -0.668
C30 -5.812 1.792 -1.059  -0.039
C31 -4.583 0.300 -2.641  -0.041
O3 -3.742 2.497 -1.923  -0.173
Si1 -2.105 2.279 -2.263  -0.190
S1 -1.151 0.852 -1.178  0.300
O4 -1.544 3.846 -2.130  -0.172
C32 -1.560 4.775 -1.049  -0.660
C33 -0.317 5.632 -1.223  -0.043
C34 -2.822 5.623 -1.186  -0.039
C35 -1.535 4.081 0.313  -0.058
O5 -2.093 2.026 -3.918  -0.176
C36 -1.119 2.355 -4.906  -0.659
C37 0.299 2.182 -4.363  -0.042
C38 -1.344 3.789 -5.376  -0.034
C39 -1.362 1.385 -6.052  -0.041
H24 -6.471 1.938 -3.766  0.077
H25 -4.851 2.464 -4.303  0.078
H26 -5.791 3.486 -3.197  0.081
H27 -6.763 1.286 -1.262  0.077
H28 -6.014 2.831 -0.782  0.079
H29 -5.319 1.301 -0.214  0.084
H30 -5.519 -0.235 -2.837  0.083
H31 -4.040 -0.191 -1.832  0.044
H32 -3.950 0.247 -3.532  0.083
H33 -0.368 6.177 -2.171  0.080
H34 0.578 5.002 -1.240  0.055
H35 -0.232 6.356 -0.406  0.079
H36 -2.823 6.133 -2.154  0.081
H37 -2.873 6.374 -0.389  0.077
H38 -3.703 4.979 -1.134  0.071
H39 -0.665 3.424 0.399  0.065
H40 -2.424 3.458 0.454  0.075
H41 -1.502 4.839 1.103  0.079
H42 0.510 2.920 -3.581  0.070
H43 1.031 2.310 -5.167  0.087
H44 0.419 1.189 -3.922  0.076
H45 -1.230 4.478 -4.535  0.073
H46 -2.357 3.894 -5.778  0.081
H47 -0.623 4.051 -6.157  0.079
H48 -1.197 0.360 -5.714  0.088
H49 -0.688 1.595 -6.889  0.079
H50 -2.396 1.473 -6.399  0.079
Br1 6.463 4.965 -2.867  0.665
C40 4.931 3.948 -2.367  -0.670
C41 3.764 4.611 -2.020  -0.204
N2 2.655 3.961 -1.667  0.076
C42 2.694 2.619 -1.657  -0.062
C43 3.835 1.886 -1.981  -0.111
C44 4.981 2.570 -2.348  -0.063
C45 3.829 0.358 -1.922  -0.686
O6 4.911 -0.222 -2.136  -0.027
O7 2.711 -0.167 -1.648  -0.495
H51 3.723 5.696 -2.032  0.094
H52 1.774 2.094 -1.394  0.097
H53 5.870 2.005 -2.595  0.112



The following is a quantum chemistry calculation of a structure of composition C39H57AsBCl5N6O3S3Si2Ti, from the Open Molecules 2025 dataset.

Energy in eV: -251950.50905
Total charge: +2
Kohn-Sham gap in hartree: 0.260
LUMO level in eV: -5.86
Highest occupied orbital energy in eV: -12.95

Last column: Löwdin charge in e.
Positions of all 118 atoms, in Å:
Ti1 0.194 -0.167 2.461  0.694
C1 3.791 -3.992 0.935  -0.049
C2 2.680 -3.445 0.101  -0.226
C3 2.453 -3.830 -1.186  0.089
C4 1.389 -3.249 -1.921  -0.194
N1 0.648 -2.319 -1.388  0.172
N2 0.865 -1.920 -0.133  0.005
B1 -0.140 -0.823 0.378  -0.654
N3 -0.168 0.337 -0.648  -0.042
N4 0.775 0.364 -1.569  0.191
C5 0.768 1.292 -2.503  -0.171
C6 -0.267 2.236 -2.563  0.087
C7 -1.236 2.249 -1.585  -0.241
C8 -2.402 3.186 -1.636  -0.036
C9 -1.117 1.286 -0.575  -0.512
S1 -2.282 1.178 0.756  0.701
C10 1.894 1.278 -3.522  -0.534
C11 2.904 0.173 -3.205  -0.034
C12 1.288 1.052 -4.916  -0.017
C13 2.596 2.643 -3.495  -0.024
N5 -1.552 -1.529 0.237  -0.066
N6 -2.134 -1.443 -0.962  0.167
C14 -3.273 -2.044 -1.178  -0.190
C15 -3.843 -2.875 -0.182  0.090
C16 -3.261 -2.970 1.048  -0.224
C17 -3.812 -3.811 2.151  -0.044
C18 -2.095 -2.184 1.269  -0.574
S2 -1.447 -1.968 2.837  0.827
C19 -3.958 -1.847 -2.517  -0.538
C20 -3.267 -0.745 -3.327  -0.039
C21 -5.421 -1.441 -2.280  -0.032
C22 -3.914 -3.179 -3.287  -0.019
C23 1.803 -2.463 0.653  -0.542
S3 1.929 -1.996 2.287  0.857
C24 1.051 -3.710 -3.330  -0.539
C25 2.316 -3.769 -4.195  -0.028
C26 0.440 -5.116 -3.216  -0.024
C27 0.040 -2.762 -3.976  -0.043
H1 4.317 -4.789 0.415  0.092
H2 3.412 -4.371 1.885  0.082
H3 4.500 -3.194 1.168  0.097
H4 3.085 -4.580 -1.642  0.132
H5 -0.317 2.950 -3.376  0.138
H6 -2.282 3.907 -2.441  0.100
H7 -2.546 3.716 -0.696  0.058
H8 -3.313 2.611 -1.820  0.094
H9 2.416 -0.801 -3.170  0.052
H10 3.383 0.346 -2.240  0.090
H11 3.676 0.151 -3.975  0.101
H12 0.762 0.097 -4.971  0.074
H13 2.083 1.049 -5.661  0.101
H14 0.588 1.848 -5.178  0.087
H15 3.053 2.831 -2.525  0.071
H16 1.902 3.456 -3.721  0.085
H17 3.381 2.655 -4.252  0.101
H18 -4.751 -3.424 -0.392  0.134
H19 -4.684 -4.365 1.816  0.093
H20 -4.088 -3.186 3.003  0.088
H21 -3.052 -4.511 2.503  0.095
H22 -3.402 0.223 -2.837  0.074
H23 -3.712 -0.692 -4.320  0.097
H24 -2.199 -0.935 -3.430  0.062
H25 -5.485 -0.569 -1.625  0.093
H26 -6.008 -2.247 -1.840  0.083
H27 -5.878 -1.183 -3.236  0.098
H28 -2.894 -3.552 -3.374  0.072
H29 -4.310 -3.035 -4.292  0.098
H30 -4.517 -3.942 -2.792  0.089
H31 3.042 -4.485 -3.809  0.083
H32 2.796 -2.790 -4.260  0.080
H33 2.047 -4.083 -5.203  0.098
H34 1.150 -5.823 -2.783  0.089
H35 0.162 -5.480 -4.205  0.096
H36 -0.456 -5.103 -2.591  0.089
H37 0.454 -1.754 -4.054  0.056
H38 -0.864 -2.702 -3.376  0.045
H39 -0.216 -3.114 -4.976  0.104
Cl1 6.838 2.727 2.266  0.739
C28 5.307 2.042 2.605  -0.694
C29 4.229 2.306 1.760  -0.688
Cl2 4.396 3.331 0.401  0.736
C30 3.004 1.730 2.049  -0.533
Cl3 1.598 1.933 1.066  0.896
C31 2.796 0.923 3.164  -0.469
O1 1.589 0.439 3.388  -0.387
C32 3.884 0.667 4.003  -0.601
Cl4 3.626 -0.344 5.361  0.779
C33 5.132 1.215 3.721  -0.681
Cl5 6.454 0.878 4.748  0.754
O2 -0.692 1.754 3.201  -0.719
O3 -0.638 -0.067 4.808  -0.374
C34 0.795 4.786 3.067  -0.188
Si1 -0.509 4.738 1.713  0.419
C35 -1.884 5.960 2.134  -0.234
C36 0.186 4.992 -0.018  -0.197
As1 -1.937 2.778 2.282  0.982
Si2 -0.684 1.587 4.886  0.299
C37 0.873 2.290 5.657  -0.103
C38 -2.268 2.292 5.581  -0.144
C39 -0.321 -0.983 5.867  -0.078
H40 1.320 5.743 3.025  0.055
H41 1.539 3.995 2.982  0.003
H42 0.319 4.712 4.047  0.033
H43 -1.536 6.992 2.177  0.046
H44 -2.301 5.706 3.112  0.023
H45 -2.701 5.912 1.410  0.034
H46 0.904 5.814 0.030  0.050
H47 -0.599 5.284 -0.716  0.030
H48 0.709 4.125 -0.420  -0.013
H49 1.614 2.608 4.927  0.027
H50 1.337 1.516 6.272  0.030
H51 0.655 3.137 6.309  0.054
H52 -2.373 3.342 5.292  0.028
H53 -2.268 2.258 6.673  0.052
H54 -3.150 1.758 5.225  0.045
H55 0.247 -1.813 5.448  0.088
H56 -1.239 -1.364 6.313  0.101
H57 0.281 -0.502 6.638  0.088